(1)
Formula: C2H4N4S
Source: OMol25
Level of theory: ωB97M-V with the def2-TZVPD basis set

XYZ file:
```
11
C2H4N4S (ωB97M-V with the def2-TZVPD basis set)
C 1.08 0.07 1.11
C -0.71 -0.66 -0.16
N 0.66 -0.83 1.91
N -1.65 -0.50 -0.98
N 0.42 0.13 -0.13
N 0.67 1.21 -1.00
S -0.58 -1.74 1.36
H 2.04 0.55 1.17
H -2.38 -1.27 -0.98
H 0.41 2.03 -0.43
H 0.04 1.01 -1.86
```

The HOMO energy comes out at -8.41 eV. The orbital gap comes out at 9.14 eV. The LUMO energy comes out at 0.027 hartree. The SMILES is [H]/N=c1\sncn1N.

(2)
Formula: C2H4N4S
Source: OMol25
Level of theory: ωB97M-V with the def2-TZVPD basis set

XYZ file:
```
11
C2H4N4S (ωB97M-V with the def2-TZVPD basis set)
C -0.55 0.13 -1.64
C 1.51 -0.19 1.55
N -0.38 -1.15 -1.38
N -1.09 0.70 -0.48
N -0.70 -1.35 -0.12
N -1.17 -0.29 0.42
S 1.72 1.07 0.60
H -0.69 0.68 -2.56
H 2.26 -1.00 1.68
H -1.47 1.61 -0.37
H 0.55 -0.20 2.31
```

The HOMO energy comes out at -8.76 eV. The orbital gap comes out at 8.61 eV. The LUMO energy comes out at -0.005 hartree. The SMILES is c1nnn[nH]1.C=S.

Least stable: (2)

(1)
Formula: H22O11Xe
Source: OMol25
Level of theory: ωB97M-V with the def2-TZVPD basis set

XYZ file:
```
34
H22O11Xe (ωB97M-V with the def2-TZVPD basis set)
Xe 0.61 -0.39 -0.94
O 2.69 -1.97 1.34
H 3.05 -1.17 0.95
H 2.89 -2.66 0.71
O -0.12 -1.82 2.17
H -0.21 -2.21 3.04
H 0.78 -2.02 1.92
O 2.05 0.41 -4.06
H 1.98 -0.44 -4.50
H 1.15 0.66 -3.88
O -0.93 2.78 0.68
H -0.40 2.04 0.98
H -0.29 3.47 0.50
O -2.67 -0.46 2.34
H -1.75 -0.72 2.24
H -2.65 0.16 3.07
O -0.88 -4.07 0.60
H -0.45 -3.42 1.15
H -1.61 -4.39 1.13
O -3.59 0.30 -0.14
H -3.02 0.09 0.59
H -3.62 1.26 -0.16
O 3.95 0.23 0.44
H 3.65 0.04 -0.44
H 4.83 -0.14 0.48
O -0.89 0.87 -3.91
H -1.28 1.67 -3.56
H -1.62 0.38 -4.28
O 0.95 1.10 2.17
H 1.81 0.96 2.56
H 0.66 0.22 1.91
O -1.97 2.85 -1.85
H -1.71 3.73 -2.15
H -1.39 2.67 -1.11
```

The HOMO energy comes out at -10.15 eV. The orbital gap comes out at 10.08 eV. The LUMO energy comes out at -0.003 hartree.

(2)
Formula: H22O11Xe
Source: OMol25
Level of theory: ωB97M-V with the def2-TZVPD basis set

XYZ file:
```
34
H22O11Xe (ωB97M-V with the def2-TZVPD basis set)
Xe -12.88 18.05 17.87
O -13.36 20.78 15.21
H -13.54 20.97 16.13
H -14.21 20.53 14.85
O -12.00 16.69 14.34
H -11.54 16.40 15.13
H -11.72 17.60 14.22
O -16.47 20.27 19.04
H -16.69 19.47 18.57
H -15.75 20.65 18.54
O -11.21 19.36 14.39
H -11.93 19.95 14.58
H -10.82 19.71 13.59
O -11.43 15.54 20.57
H -10.87 15.77 19.83
H -11.89 16.35 20.79
O -16.29 16.78 15.38
H -16.35 17.47 16.04
H -16.08 15.99 15.88
O -11.45 19.71 20.62
H -10.90 19.90 19.86
H -12.15 20.36 20.58
O -15.42 16.73 20.99
H -15.71 15.89 21.32
H -14.47 16.71 21.08
O -15.57 15.08 17.67
H -14.78 14.92 18.18
H -16.25 15.23 18.32
O -13.01 17.67 21.57
H -12.68 18.43 21.10
H -12.76 17.82 22.48
O -13.61 14.18 19.29
H -12.75 14.54 19.49
H -13.74 13.49 19.95
```

The HOMO energy comes out at -10.45 eV. The orbital gap comes out at 9.96 eV. The LUMO energy comes out at -0.018 hartree.

Least stable: (2)